# 1
This record from the OMol25 dataset describes a molecular structure, ClH10NaO5. The level of theory is ωB97M-V/def2-TZVPD.

Summary:
2S+1 = 1
Orbital gap = 8.22 eV

Geometry as XYZ:
```
17
ClH10NaO5 ωB97M-V/def2-TZVPD
H 3.80046 1.00959 0.13953
H -0.67745 3.25460 -0.32948
H 2.52736 0.18566 -0.12030
H -2.75826 0.42099 1.59803
H -2.00275 -0.97853 -1.79261
O 3.46012 0.27279 -0.37828
Na 0.85101 -0.46567 3.15272
O -1.24039 -1.18644 -2.34406
O -2.76440 1.36277 1.39786
Cl 0.08908 -0.11181 0.53287
O -0.73052 2.67900 -1.09976
H -1.90888 1.49798 0.96112
O 0.88949 -3.31794 0.13251
H -0.55014 -0.59704 -2.01568
H 0.78416 -3.44832 1.07846
H 0.45008 -2.46701 -0.05201
H -0.21899 1.88937 -0.86091
```

# 2
This record from the OMol25 dataset describes a single C4H9NOS molecule at a distorted geometry. The level of theory is ωB97M-V/def2-TZVPD.

Summary:
2S+1 = 1
Orbital gap = 10.02 eV

Geometry as XYZ:
```
16
C4H9NOS ωB97M-V/def2-TZVPD
H -3.83614 -0.07175 -0.78960
N -0.67435 -0.13020 -0.02664
H 1.88513 -1.02810 0.62901
S 3.47706 0.38348 -0.04790
O 4.33085 -0.77894 0.18378
H -2.97597 -1.62737 -0.62850
C 0.58715 0.60027 0.15284
H 0.61607 1.48678 -0.71481
H 0.62230 1.06547 1.17949
H -2.06584 1.42130 -0.23938
C -1.86270 0.25281 -0.17145
C 1.74641 -0.35508 -0.14822
H 1.59473 -0.86633 -1.18420
C -3.04664 -0.61274 -0.18527
H -3.43995 -0.65995 0.82161
H 3.04188 0.92036 1.16925
```

# 3
This record from the OMol25 dataset describes a molecular structure, CH7N2Si at a distorted geometry. The level of theory is ωB97M-V/def2-TZVPD.

Summary:
2S+1 = 1
Orbital gap = 9.69 eV
Charge = +1

Geometry as XYZ:
```
11
CH7N2Si ωB97M-V/def2-TZVPD
H 1.38253 1.95073 -1.58370
H -1.45631 -2.08057 0.47633
C -0.92294 -0.35929 1.20103
H -0.02716 1.75073 1.24807
N -0.89377 -1.31147 0.41194
N -0.07249 1.12684 0.39118
H -0.13071 -0.05820 -1.72936
H 1.80523 -0.37016 -0.69324
H -0.42457 -1.05571 -0.49515
Si 0.94838 0.72765 -0.91202
H -1.23367 -0.30291 2.23996
```

# 4
This record from the OMol25 dataset describes a molecular structure, C37H62CrN7O8P3SSi4Te at a distorted geometry. The level of theory is ωB97M-V/def2-TZVPD.

Summary:
2S+1 = 4
Orbital gap (alpha / beta) = 6.66 / 6.62 eV
Charge = -1
⟨S²⟩ = 3.812

Geometry as XYZ:
```
124
C37H62CrN7O8P3SSi4Te ωB97M-V/def2-TZVPD
H 0.05044 4.34067 -4.87130
C 4.02088 0.07945 0.02559
H 3.65258 -1.74014 -6.31225
H -2.77548 1.08008 2.09085
H 2.92580 4.96352 1.96913
C -4.72599 -3.60641 -3.67497
C 2.23068 -0.82464 5.05246
C -1.72658 -3.90475 -0.68673
H -7.38072 -2.98594 -0.69995
C 5.77611 -1.55239 -0.25928
C -3.05070 1.61905 2.99849
C 3.80973 2.42450 3.36910
H 4.40005 -0.44087 2.55114
H 5.50722 -3.65468 1.29932
H 5.99281 -1.09866 -1.23005
H 1.34854 -2.51187 -6.02144
O -0.06660 3.84680 -1.11971
H -1.01174 4.04724 1.42935
N 5.20296 -0.53921 0.62265
H 0.80365 1.15791 -3.98538
C 1.78296 -1.85855 -5.27486
H 3.93020 1.99758 2.37393
C 0.08667 0.59867 6.64781
H -2.65519 4.45340 1.92301
C 4.58601 -3.28613 0.84035
C 4.86437 -1.17907 1.89357
H 5.79269 -1.52863 2.35400
H 2.55912 3.68875 -3.19069
H -2.88430 4.14557 5.18299
C -2.48573 -2.02659 -3.48601
C -5.87288 -0.88214 -1.22558
Cr 0.72629 -0.03785 -1.29093
C -4.77446 -2.43652 -2.89034
N 0.98911 -6.07716 -0.14458
N -1.30891 -1.31742 -3.45008
C -6.52516 -3.27415 -1.31422
H -5.60930 -4.22663 -3.75782
H 4.60672 -0.11952 -4.66406
H -3.60726 -0.77480 -2.17835
P 0.79316 3.14022 -2.10358
H -7.32626 -2.56650 -3.86968
H 3.59385 0.81538 0.71303
H 1.29793 5.35954 2.53390
H 4.59166 3.17516 3.50495
C -0.71441 -1.39909 4.44971
C -3.64353 -1.65083 -2.80999
O 1.51539 1.83863 -1.80148
C 0.40837 -5.10810 -0.37053
N 4.92618 -2.72113 -0.46190
H -3.57702 -4.91753 -4.91953
Si 0.51280 -0.05209 4.92565
C 2.83859 -0.11642 -3.45251
H 3.90312 -4.12691 0.69475
C 1.01751 -1.44353 -4.18007
Si -1.67040 2.79966 3.49117
C 1.94841 4.54422 2.21678
H 1.99167 -2.81498 1.30005
C -2.04216 3.45122 5.22795
O -1.12122 0.77853 -1.81344
C -3.58530 -4.00467 -4.33878
H 3.97477 1.62865 4.09481
H -1.60394 3.70696 -4.94959
N 3.97637 -2.33014 1.75656
H -1.72049 -1.15548 4.79261
C -1.64713 4.25388 2.29222
H 1.12842 4.55482 5.44274
O -0.21719 -1.74663 -1.03776
H -0.43416 -2.36681 4.86951
C -6.06199 -2.07857 -2.15742
H 4.01141 -1.99040 -2.20892
H -3.23989 0.87935 3.77800
H -0.94452 0.94403 6.69869
C 3.60311 -0.50985 -4.53988
H 2.21031 -1.20380 2.00164
H 2.49898 -1.38785 4.15932
C 2.08284 4.06552 5.25140
H -3.97864 2.16148 2.80547
C 2.64395 -1.93827 1.31748
H 3.26818 0.60574 -2.76305
C -0.29967 2.72233 -3.53227
H 0.72532 1.43686 6.92712
H -1.10514 4.72651 -3.58402
H 0.21816 -0.18790 7.39366
H -6.79892 -0.70584 -0.67559
H 3.13988 -3.29507 -1.39863
O -2.51634 2.92864 -1.94928
N -2.87710 -3.94567 -0.73192
H -0.75663 -1.49812 3.36325
H -5.63980 0.02853 -1.77891
H 6.71481 -1.89549 0.18637
H 2.86610 4.82467 5.30655
P -1.65561 1.84154 -2.69470
H -1.27499 5.16051 2.77109
P 2.68032 -1.14046 -0.35186
H -2.30916 2.64408 5.90899
H -6.83112 -4.11645 -1.93510
H -6.83461 -0.87282 -3.79373
H -5.07752 -1.06136 -0.50018
O 0.32561 1.85578 -4.46759
H 2.25477 -1.51753 5.89674
C 3.07643 -1.41073 -5.45813
C -0.37114 -1.91839 -4.09120
H 3.00241 -0.07231 5.21449
O 1.89776 4.16477 -2.67363
H -1.19494 3.98140 5.66183
S -0.86216 -3.42722 -4.87821
H -8.07952 -1.48314 -2.69399
C 1.54072 -0.58849 -3.20087
H 4.30940 0.61723 -0.88329
O -2.63856 1.28941 -3.80150
C -0.29578 -3.89741 -0.64204
Te 0.35090 0.89356 1.03387
H -1.88109 3.40107 -1.35451
H 1.52157 4.12498 1.30351
Si 2.11337 3.23006 3.55435
H -5.72466 -3.60816 -0.65249
C -0.77935 3.95467 -4.27960
H -2.54569 0.32174 -3.88388
C -2.44965 -3.20762 -4.23265
C -7.14045 -1.73133 -3.19343
C 3.72943 -2.39060 -1.23028
N 0.44628 -2.83004 -0.81464
Si 0.37976 1.67405 3.34639
H 2.25328 3.34785 6.05450
```

# 5
This record from the OMol25 dataset describes a single C24H21N3S2 molecule at a distorted geometry. The level of theory is ωB97M-V/def2-TZVPD.

Summary:
2S+1 = 1
Orbital gap = 7.99 eV

Geometry as XYZ:
```
50
C24H21N3S2 ωB97M-V/def2-TZVPD
H 2.97217 1.96544 -0.53010
C 3.43010 -0.49937 -0.24785
C 3.21215 -0.32768 -1.61035
H -1.45563 -2.55212 1.38514
C -3.60219 1.70560 1.34541
H -0.83580 -3.15501 -1.54512
H 0.20700 4.37010 1.65196
C 1.42436 -1.42229 0.75543
C -0.54559 -2.93014 -0.51937
N -3.87182 2.52058 -0.88138
H -3.76734 0.74675 -3.71657
H 1.91978 4.10948 -0.11431
C -3.17521 -0.63622 1.71323
C -1.73357 -2.99189 0.43092
C -3.65246 1.46959 -0.04042
C 5.53360 -0.81427 -2.04102
H -2.99428 -1.43748 2.41829
S 1.38564 -2.53638 1.93725
H 4.85965 -0.95661 1.26396
C -3.20880 -0.91417 0.37521
C 2.21730 2.03776 0.23769
H -0.42089 2.40359 3.02125
C 0.90028 1.07207 1.99230
C 4.26616 -0.47706 -2.49319
C 4.69734 -0.82456 0.20306
N 2.41093 -0.38282 0.77470
H 0.20228 -3.66738 -0.22726
S 0.28483 -1.33184 -0.55571
H -3.75830 2.71141 1.70947
H 6.33922 -0.94179 -2.75150
C -3.72814 0.91842 -2.64634
H -3.87732 -2.90665 0.10333
C 5.75067 -0.98531 -0.68492
C 1.84697 0.92343 0.98020
H 0.62139 0.22398 2.60205
H -4.06160 3.04876 -2.85175
H 4.11523 -0.33010 -3.55442
C 1.62145 3.26350 0.49045
H 6.72298 -1.25896 -0.29847
H -3.34934 0.86082 3.26622
N -3.51888 -0.10283 -1.86824
C -2.99015 -2.31792 -0.14072
C -3.46443 0.15267 -0.52980
H 2.22992 -0.07649 -1.98116
C 0.31435 2.29616 2.23505
H -1.93298 -4.04592 0.63679
H -2.93420 -2.29114 -1.22602
C 0.66191 3.40527 1.47559
C -3.89707 2.23721 -2.15078
C -3.37162 0.67182 2.20182
```

# 6
This record from the OMol25 dataset describes a molecular structure, C3H4N2OS2 at a distorted geometry. The level of theory is ωB97M-V/def2-TZVPD.

Summary:
2S+1 = 1
Orbital gap (alpha / beta) = 6.93 / 6.93 eV

Geometry as XYZ:
```
12
C3H4N2OS2 ωB97M-V/def2-TZVPD
S 2.23786 1.96809 0.98057
H 0.64120 1.75739 -1.34567
N -0.13737 -0.22921 -1.24373
H 2.15095 -0.73114 1.51375
C 1.41582 0.71598 0.36934
S 1.23009 -1.18265 -3.51552
H -1.13367 -0.04053 0.45844
C 0.56802 -0.79210 -2.18471
N -1.23244 -0.61782 -0.37380
C 0.74471 0.74725 -0.88748
H -1.23693 -1.57230 -0.17636
O 1.40513 -0.51746 0.95442
```

no.,DFT total energy (eV)
1,-27340.1041
2,-18663.9071
3,-11998.1877
4,-172124.7564
5,-51369.3339
6,-29869.7279